Here is 13 unconnected molecules or ions with the total composition C45H97N7O19 in a non-equilibrium geometry from the OMol25 dataset. Energies are from ωB97M-V/def2-TZVPD.

Structure (XYZ):
```
168
Properties=species:S:1:pos:R:3:forces:R:3:lowdin_charge:R:1
C -3.010 2.285 4.162 0.9190 -0.8108 -0.3227 -0.33
O -1.867 2.046 3.787 -0.7446 0.3798 0.4112 0.00
N -3.386 2.920 5.282 -0.3251 0.2264 0.9214 -0.19
C -4.781 3.008 5.608 -0.9688 0.7644 -1.0444 -0.07
C -2.499 3.235 6.376 1.4295 -0.5857 -0.1532 -0.04
H -3.899 1.923 3.623 0.0904 0.1307 -0.3256 0.12
H -5.382 3.096 4.702 0.0998 -0.6225 -0.3913 0.08
H -5.016 3.999 5.995 0.2416 -0.2193 0.9276 0.09
H -5.173 2.169 6.184 0.1315 0.2223 0.3621 0.10
H -2.472 4.294 6.633 -0.1751 -0.0427 -0.0785 0.09
H -2.674 2.626 7.263 -0.6974 0.1155 0.1077 0.09
H -1.499 2.898 6.104 0.1261 0.3967 -0.3123 0.09
C 0.898 -1.582 -4.812 -0.9078 -1.6079 0.7254 -0.28
O -0.155 -1.366 -4.167 2.1661 -0.0307 -1.0674 -0.04
N 1.576 -2.790 -4.807 -0.4321 1.0812 -0.8769 -0.16
C 2.708 -3.028 -5.766 -0.3577 0.4631 0.9033 -0.04
C 1.182 -3.864 -3.896 1.1042 0.1477 0.4758 -0.04
H 1.390 -0.874 -5.496 -0.3498 0.2463 0.1983 0.13
H 2.889 -2.140 -6.372 -0.5335 -0.0239 -0.1521 0.08
H 2.565 -3.907 -6.394 -0.4460 0.1156 -0.0296 0.08
H 3.680 -3.168 -5.293 -0.1584 -0.1653 0.6793 0.08
H 0.471 -3.575 -3.122 -0.1343 0.4171 -0.4814 0.08
H 0.831 -4.778 -4.375 0.0297 0.1462 -0.2674 0.09
H 2.097 -4.082 -3.344 -0.0762 -0.5524 0.0465 0.06
C -5.153 0.296 -2.256 2.4732 -1.6652 0.9074 -0.37
O -6.217 -0.022 -2.659 -3.2506 0.1827 -1.0443 0.03
N -4.124 -0.609 -2.237 -0.9257 0.6892 -1.0862 -0.16
C -2.852 -0.211 -1.709 0.5351 -1.6879 0.1107 -0.09
C -4.376 -2.052 -2.564 0.8465 1.0288 0.6058 0.01
H -4.931 1.256 -1.765 0.2871 0.2615 -0.2194 0.12
H -2.121 -0.811 -2.251 0.4822 0.3992 -0.2173 0.08
H -2.791 -0.593 -0.690 0.2822 0.5686 0.4875 0.07
H -2.632 0.851 -1.816 -0.1986 -0.0946 0.1382 0.07
H -4.418 -2.524 -1.583 -0.6119 -0.4576 -0.2910 0.06
H -5.231 -2.223 -3.218 -0.1609 0.4140 0.5604 0.09
H -3.528 -2.510 -3.073 0.3265 0.4441 -0.0591 0.09
C -1.863 -3.908 2.459 -1.2455 -1.2526 1.0142 -0.28
O -1.703 -4.336 3.615 0.3620 1.0328 -1.6193 -0.03
N -2.989 -4.234 1.742 0.5145 0.6128 0.0649 -0.18
C -3.246 -3.864 0.345 0.4147 0.3919 1.1671 -0.05
C -4.016 -5.062 2.310 -0.4312 -0.6395 0.5513 -0.07
H -1.171 -3.272 1.886 0.1041 -0.1403 0.2090 0.10
H -3.971 -3.051 0.301 -0.4720 -0.2489 0.1118 0.06
H -3.611 -4.785 -0.111 0.1117 0.3374 -0.6413 0.09
H -2.363 -3.421 -0.114 0.2815 -0.5650 -0.0924 0.08
H -3.916 -5.262 3.377 0.5416 0.3367 -0.1184 0.08
H -5.015 -4.640 2.198 0.0178 0.2781 -0.3111 0.09
H -4.016 -6.039 1.828 -0.0615 -0.1483 -0.1860 0.09
C 2.820 2.845 2.474 -0.3584 -0.5278 -0.5464 -0.30
O 3.881 2.358 2.069 -1.5473 1.1124 0.4465 0.00
N 1.940 3.617 1.748 -1.5036 -0.4724 -0.2582 -0.16
C 0.477 3.828 2.088 1.4124 -0.0786 0.7535 -0.03
C 2.187 3.981 0.387 1.0109 0.6279 -0.2054 -0.08
H 2.393 2.690 3.477 0.4785 -0.2129 0.1924 0.11
H 0.176 4.876 2.052 0.7599 0.4890 0.5277 0.07
H 0.327 3.413 3.084 -0.3863 0.0814 -0.1241 0.07
H -0.269 3.467 1.379 0.5851 -1.1629 -0.2905 0.07
H 1.864 5.021 0.352 -0.1742 0.0141 -0.7793 0.08
H 3.252 3.972 0.154 0.0613 -0.0236 0.2464 0.09
H 1.713 3.339 -0.355 -0.4226 0.1452 0.0428 0.07
C 0.531 -1.753 -0.378 -0.7521 -0.7480 2.8219 -0.25
O 0.506 -2.858 0.230 0.2760 2.3726 -1.7988 -0.04
N 0.243 -0.550 0.233 -0.4753 -2.5680 0.4622 -0.17
C 0.251 0.635 -0.524 0.6436 1.2591 0.3102 -0.07
C -0.018 -0.368 1.685 -0.0425 -0.4869 -0.7988 -0.01
H 0.759 -1.550 -1.435 0.0403 -0.6734 -0.0600 0.13
H 0.423 0.533 -1.595 -0.1616 -0.4272 0.0752 0.09
H 1.112 1.144 -0.091 -0.0595 1.1451 -0.3615 0.09
H -0.678 1.171 -0.327 0.1454 0.3972 -0.2651 0.07
H -0.974 0.102 1.916 -0.3429 -0.1483 -0.4757 0.07
H -0.005 -1.354 2.149 0.2182 0.1753 0.0843 0.08
H 0.704 0.322 2.120 0.4468 -0.2101 -0.0504 0.08
C -4.793 0.562 1.458 -1.3699 0.0701 0.3150 -0.35
O -4.014 -0.367 1.543 0.0484 0.5677 -0.1707 0.02
N -4.555 1.851 1.121 -0.0424 -0.9968 0.9682 -0.20
C -5.545 2.908 1.056 -0.4138 -0.4219 0.1377 -0.04
C -3.216 2.223 0.892 1.1239 1.5727 -1.8213 -0.08
H -5.869 0.484 1.679 -0.1808 -0.5695 0.0254 0.14
H -6.542 2.611 1.380 0.1410 -0.5806 0.0979 0.09
H -5.687 3.234 0.025 0.2975 0.3382 -0.0311 0.09
H -5.279 3.725 1.726 0.2813 0.2138 -0.2497 0.09
H -2.499 1.408 0.799 -0.4719 -0.0607 0.4720 0.07
H -3.257 2.708 -0.083 0.5485 0.1390 -0.4778 0.08
H -2.849 3.021 1.537 -0.0125 -0.2868 0.5164 0.09
O -1.004 3.725 -1.728 -0.4198 2.6322 -0.0506 0.06
C -1.681 4.711 -2.044 -0.1339 -2.2850 0.1107 -0.50
O -1.540 6.011 -1.765 -0.1181 -0.2173 0.1643 0.00
C -0.472 6.555 -1.007 1.6292 0.5075 0.0864 -0.20
C 0.817 6.611 -1.872 -0.9598 -0.1342 0.4390 -0.05
C -2.969 4.533 -2.798 -0.7811 -0.1206 -0.9071 0.02
H -0.326 6.069 -0.042 0.0593 -0.7815 -0.2699 0.10
H -0.754 7.556 -0.680 -0.3846 0.1085 -0.5802 0.12
H 0.624 7.180 -2.782 -0.1103 -0.0019 0.0056 0.08
H 1.074 5.590 -2.153 0.3134 0.0740 0.0719 0.06
H 1.629 7.114 -1.346 0.0174 -0.2403 0.0947 0.08
H -3.835 4.627 -2.142 0.1261 0.1965 0.2729 0.09
H -3.093 3.571 -3.296 0.5341 -0.1824 0.3718 0.06
H -3.116 5.258 -3.598 0.1979 0.3371 0.2259 0.09
O 3.043 1.902 5.753 -0.8203 -1.5507 0.3793 0.05
C 3.433 0.793 6.116 2.0007 3.4382 -0.9952 -0.53
O 3.050 -0.370 5.652 -0.3275 -0.7483 -0.5226 0.01
C 1.806 -0.488 4.919 -1.7611 -0.8954 1.6341 -0.17
C 0.870 -1.277 5.896 -0.0956 0.4999 -0.6610 -0.04
C 4.686 0.754 7.000 -0.5182 -0.8847 -0.2291 0.02
H 1.858 -1.136 4.045 0.9288 0.3282 0.0358 0.09
H 1.388 0.480 4.642 0.3140 0.0534 0.1209 0.11
H 0.649 -0.754 6.826 0.4824 0.0877 0.0973 0.07
H 1.316 -2.254 6.080 0.0055 0.1130 0.1996 0.08
H -0.118 -1.450 5.469 0.0560 -0.0543 -0.4187 0.07
H 5.398 1.567 6.857 -0.6231 0.2677 -0.4191 0.08
H 5.225 -0.161 6.756 -0.1015 -0.2198 0.6429 0.08
H 4.327 0.827 8.027 0.2984 -0.4496 0.1605 0.08
O 5.075 -3.512 4.246 1.9271 1.0937 -3.1983 0.06
C 5.855 -3.079 3.367 -2.4165 0.3944 2.1212 -0.45
O 5.479 -2.476 2.179 1.3374 -1.0010 1.3062 -0.01
C 4.148 -2.520 1.753 -2.5211 0.2665 -0.2606 -0.22
C 3.435 -1.149 1.848 0.5314 -0.8042 -0.2375 -0.02
C 7.353 -2.977 3.595 -1.3785 -1.3253 -0.6553 0.02
H 3.539 -3.256 2.277 0.4770 -0.0049 0.4416 0.09
H 4.088 -2.861 0.719 0.5187 0.1111 -0.0408 0.10
H 3.640 -0.721 2.829 0.1060 0.3920 -0.2887 0.07
H 2.358 -1.268 1.734 0.0769 -0.3253 0.0999 0.04
H 3.738 -0.535 1.000 0.2627 0.4257 0.4374 0.06
H 7.554 -2.005 4.046 0.3737 -0.1896 -0.2472 0.09
H 7.796 -3.210 2.627 0.5285 0.7049 0.1352 0.08
H 7.551 -3.831 4.242 0.3528 0.4323 0.3368 0.09
O -0.636 0.996 -6.657 -2.6962 -1.9659 1.4267 0.05
C -1.598 0.625 -5.952 1.3601 0.8493 -2.1090 -0.44
O -2.551 -0.344 -6.256 0.5677 1.6097 1.2893 -0.01
C -2.651 -0.927 -7.514 1.7748 -1.6508 -1.8557 -0.29
C -3.728 -0.496 -8.436 -1.2805 1.3889 0.1730 -0.08
C -1.976 1.427 -4.740 -0.5920 0.1510 -0.0171 0.01
H -2.740 -2.012 -7.458 0.2413 -0.1074 0.8324 0.12
H -1.745 -0.751 -8.093 0.4507 0.0239 0.3529 0.12
H -3.640 0.588 -8.514 -0.3221 0.1527 -0.3883 0.08
H -4.739 -0.734 -8.107 -0.0077 0.0214 0.2213 0.08
H -3.619 -0.940 -9.426 0.3104 -0.0159 0.0981 0.08
H -1.690 2.455 -4.963 0.2361 -0.0692 0.1083 0.09
H -1.527 1.120 -3.795 0.1272 -0.2284 -0.2874 0.07
H -3.061 1.424 -4.644 -0.0327 -0.2136 0.2064 0.08
O 2.207 -5.848 -1.574 1.7799 0.6442 2.5544 0.06
C 3.057 -5.360 -0.812 -2.1432 0.1990 -1.2993 -0.45
O 2.934 -5.186 0.558 1.0585 -0.0916 -2.9757 -0.03
C 1.897 -5.831 1.198 -2.7663 -0.6263 2.1276 -0.28
C 1.883 -5.365 2.647 0.9287 -0.1555 0.0557 -0.06
C 4.333 -4.760 -1.376 -0.6216 -0.3875 1.1248 0.02
H 2.005 -6.915 1.242 0.4521 -0.0986 -0.4759 0.13
H 0.875 -5.652 0.863 0.3010 0.3000 -1.1268 0.12
H 1.474 -4.376 2.855 0.0070 0.0648 -0.4513 0.07
H 2.950 -5.368 2.870 -0.0280 0.0874 0.9127 0.07
H 1.342 -6.062 3.287 0.1230 -0.0844 -0.0762 0.08
H 4.909 -4.413 -0.517 0.5064 -0.1479 -0.4010 0.07
H 4.107 -3.914 -2.025 -0.1119 -0.1306 -0.0265 0.08
H 4.774 -5.578 -1.944 0.4141 0.3168 0.0323 0.09
O 3.243 0.120 -2.939 -0.1047 1.1042 -0.3089 0.07
C 3.409 1.218 -2.423 1.3282 -3.4357 1.7250 -0.56
O 2.725 2.283 -2.651 -0.3215 2.0594 0.1900 0.01
C 1.793 2.274 -3.691 -2.3281 0.5619 0.5171 -0.27
C 2.401 2.489 -4.992 1.4741 -0.4164 -1.3260 -0.06
C 4.338 1.409 -1.223 -0.5543 0.2146 -1.0271 0.04
H 1.132 3.133 -3.580 0.0769 0.2250 0.8397 0.11
H 1.102 1.441 -3.557 0.3687 -0.5032 -0.4840 0.11
H 1.608 2.622 -5.728 0.3389 -0.1664 -0.2755 0.09
H 3.122 1.706 -5.227 -0.4304 -0.4530 -0.4746 0.08
H 3.064 3.354 -4.951 -0.3974 0.4917 -0.0081 0.09
H 3.731 1.955 -0.501 0.4840 -0.1864 0.3626 0.05
H 5.169 2.037 -1.542 0.0925 0.0441 0.2272 0.09
H 4.696 0.444 -0.864 -0.1037 0.2422 -0.0217 0.08
```
Forces are in eV/Å.

LUMO energy ... 0.141 eV
HOMO energy ... -8.6 eV